# 1
34
Properties=species:S:1:pos:R:3:mulliken_charge:R:1 method="wB97M-V/def2-TZVPD" smiles=CCCCNC(C)C.O.O.O orbital_gap_ev=9.10 e_above_lowest_kj_mol=294.6 homo_energy_ev=-8.75 lumo_energy_ha=0.01276
C -1.068 2.127 1.756 -0.94
C 0.107 1.884 2.615 -0.42
C 0.214 0.355 3.076 -0.91
C -0.158 -0.488 1.797 -0.45
N 0.790 -0.554 0.790 -0.20
C 0.645 -1.625 -0.225 0.86
C 1.859 -1.736 -1.145 -1.42
C 0.502 -3.027 0.498 -1.38
H -1.993 2.185 2.230 0.35
H -1.261 1.422 0.821 0.11
H -0.875 3.072 1.208 0.32
H 0.043 2.654 3.541 0.30
H 1.071 2.293 2.248 0.32
H -0.553 0.257 3.800 0.37
H 1.223 0.127 3.417 0.36
H -1.260 -0.303 1.517 0.33
H -0.343 -1.522 2.425 0.09
H 1.035 0.262 0.233 0.28
H -0.271 -1.433 -0.949 -0.34
H 2.387 -0.902 -1.610 0.37
H 1.756 -2.220 -2.135 0.38
H 2.642 -2.240 -0.613 0.42
H 1.487 -3.173 0.890 0.39
H 0.305 -3.686 -0.379 0.31
H -0.090 -3.322 1.299 0.46
O -1.509 -0.122 -3.336 -0.58
H -0.738 -0.493 -2.804 0.39
H -1.958 -0.895 -3.335 0.25
O -2.023 2.843 -2.733 -0.63
H -1.134 2.827 -2.321 0.34
H -2.198 1.879 -3.024 0.36
O 0.743 0.979 -3.007 -0.58
H 0.702 1.205 -3.928 0.32
H -0.079 1.369 -2.617 0.17

---

# 2
38
Properties=species:S:1:pos:R:3:mulliken_charge:R:1 method="wB97M-V/def2-TZVPD" smiles="C=C(C)CCCC=O.O.O.O.O.O.O" orbital_gap_ev=9.77 e_above_lowest_kj_mol=102.5 homo_energy_ev=-9.34 lumo_energy_ha=0.01577
C -2.125 -1.684 -2.548 -1.22
C -1.708 -1.254 -1.366 0.75
C -2.676 -0.982 -0.252 -1.15
C -0.209 -1.112 -1.210 -0.45
C 0.251 -2.064 -0.056 -0.68
C 1.398 -1.425 0.758 0.22
C 1.826 -2.249 1.907 -0.32
O 1.714 -1.807 3.037 -0.49
H -3.166 -1.876 -2.800 0.28
H -1.491 -1.948 -3.386 0.27
H -2.613 -1.778 0.494 0.26
H -2.596 -0.037 0.291 0.18
H -3.664 -0.978 -0.716 0.41
H 0.439 -1.431 -2.023 0.43
H -0.012 -0.076 -0.906 0.35
H -0.599 -2.278 0.598 0.21
H 0.449 -3.079 -0.409 0.41
H 2.238 -1.254 0.067 0.40
H 0.981 -0.448 0.991 -0.17
H 2.254 -3.255 1.793 0.37
O 1.104 1.549 4.459 -0.62
H 1.518 0.682 4.473 0.32
H 1.525 2.068 3.776 0.29
O -1.225 -0.416 2.989 -0.51
H -0.466 -1.004 3.073 0.28
H -1.927 -0.906 3.413 0.26
O -0.496 3.647 -2.277 -0.59
H 0.088 4.077 -1.637 0.29
H -1.321 3.963 -1.881 0.31
O 0.415 1.676 -4.105 -0.66
H -0.161 2.443 -4.015 0.31
H 0.328 1.237 -3.273 0.33
O 3.239 2.070 -1.140 -0.60
H 3.313 1.960 -2.093 0.32
H 4.080 2.418 -0.846 0.28
O -0.259 2.142 1.276 -0.61
H -0.918 1.582 1.720 0.32
H 0.473 1.827 1.825 0.22